C26H72AsF6O22S10 as an isolated structure. Source: the Open Molecules 2025 dataset; level of theory: the ωB97M-V functional and the def2-TZVPD basis.

Output
Charge   -1
HOMO energy   -7.500 eV
E_LUMO   1.5 eV
Energy relative to the best compared isomer or geometry (same formula, charge and spin)   404.08 kJ/mol

Last column: Mulliken charge in e.
Cartesian coordinates (Å):
As  1.20  0.61  0.06  2.15
F  0.45  2.11  0.66  -0.51
F  1.82  0.19  1.73  -0.53
F  1.95  -0.94  -0.55  -0.54
F  0.50  1.05  -1.56  -0.53
F  2.69  1.62  -0.30  -0.53
F  -0.30  -0.37  0.33  -0.52
O  4.89  2.76  -6.77  -0.58
S  4.85  4.19  -6.82  1.08
O  6.03  4.96  -7.26  -0.61
O  3.57  4.76  -7.70  -0.25
C  3.12  3.97  -8.81  -0.17
C  1.84  4.57  -9.35  -1.22
C  4.25  4.70  -5.14  -0.89
H  3.02  2.91  -8.58  0.37
H  3.79  4.02  -9.67  0.27
H  1.02  4.52  -8.63  0.31
H  1.47  4.04  -10.23  0.37
H  1.99  5.64  -9.54  0.32
H  5.14  4.52  -4.53  0.35
H  3.39  4.10  -4.85  0.32
H  3.96  5.75  -5.15  0.33
O  2.51  4.03  5.69  -0.58
S  2.46  5.47  5.35  1.14
O  2.55  6.50  6.44  -0.61
O  3.68  5.79  4.30  -0.34
C  3.99  4.86  3.26  -0.32
C  4.33  5.52  1.87  -1.07
C  1.12  5.81  4.21  -0.78
H  3.21  4.11  3.11  0.40
H  4.86  4.27  3.53  0.30
H  4.91  4.85  1.22  0.35
H  4.84  6.47  2.03  0.33
H  3.40  5.82  1.39  0.25
H  0.23  5.59  4.80  0.34
H  1.28  5.18  3.34  0.28
H  1.13  6.84  3.85  0.31
O  6.31  -5.43  3.86  -0.59
S  5.22  -5.19  4.78  1.19
O  4.95  -6.01  5.96  -0.59
O  5.36  -3.65  5.33  -0.31
C  5.38  -2.53  4.49  -0.14
C  6.81  -1.91  4.25  -1.15
C  3.57  -5.09  3.79  -0.88
H  4.81  -1.73  4.96  0.32
H  4.92  -2.73  3.53  0.16
H  7.43  -2.69  3.81  0.32
H  7.19  -1.68  5.24  0.30
H  6.89  -1.20  3.42  0.37
H  2.79  -5.04  4.55  0.31
H  3.59  -6.05  3.28  0.36
H  3.69  -4.27  3.08  0.34
O  -6.89  -4.35  -0.60  -0.59
S  -5.92  -3.26  -0.32  1.13
O  -4.93  -2.81  -1.32  -0.58
O  -6.85  -1.88  -0.01  -0.34
C  -7.82  -1.96  1.05  -0.30
C  -9.01  -3.00  0.81  -1.01
C  -5.03  -3.48  1.26  -0.84
H  -8.31  -0.99  1.12  0.32
H  -7.36  -2.18  2.01  0.29
H  -9.93  -2.72  1.32  0.41
H  -8.72  -3.97  1.21  0.25
H  -9.28  -3.04  -0.25  0.28
H  -5.09  -2.45  1.61  0.30
H  -4.00  -3.84  1.13  0.39
H  -5.63  -4.17  1.85  0.30
O  -1.04  -2.27  5.49  -0.57
S  -1.75  -1.36  6.36  1.10
O  -3.18  -1.37  6.37  -0.61
O  -1.22  -1.58  7.91  -0.35
C  -1.94  -0.88  8.94  -0.30
C  -0.99  0.00  9.79  -1.01
C  -1.24  0.37  6.10  -0.87
H  -2.37  -1.61  9.62  0.35
H  -2.72  -0.25  8.50  0.34
H  -1.43  0.04  10.78  0.34
H  -1.02  1.00  9.35  0.26
H  0.04  -0.33  9.89  0.29
H  -1.43  0.57  5.04  0.42
H  -0.16  0.27  6.24  0.31
H  -1.80  0.97  6.81  0.29
O  -0.74  -8.07  0.38  -0.58
S  -0.98  -7.69  -1.02  1.07
O  -0.51  -8.54  -2.12  -0.62
O  -2.55  -7.31  -1.29  -0.19
C  -3.50  -8.32  -1.46  -0.46
C  -3.76  -9.29  -0.32  -0.98
C  -0.25  -5.99  -1.35  -0.90
H  -3.25  -8.84  -2.39  0.36
H  -4.44  -7.84  -1.74  0.35
H  -2.84  -9.79  -0.05  0.30
H  -4.49  -10.05  -0.60  0.37
H  -4.03  -8.74  0.59  0.27
H  -0.43  -5.37  -0.47  0.34
H  -0.90  -5.61  -2.13  0.30
H  0.78  -6.02  -1.70  0.36
C  -0.57  6.55  -2.18  -0.95
S  -0.78  7.98  -3.36  0.47
O  0.60  8.62  -3.56  -0.61
C  -1.22  6.95  -4.87  -0.87
H  -0.38  6.91  -1.17  0.33
H  0.13  5.75  -2.40  0.34
H  -1.52  6.02  -2.06  0.36
H  -0.62  6.05  -4.80  0.24
H  -1.05  7.44  -5.83  0.33
H  -2.24  6.57  -4.89  0.36
C  -6.97  4.52  1.47  -0.87
S  -5.32  4.61  0.57  0.46
O  -4.25  4.85  1.68  -0.60
C  -5.07  2.82  0.05  -0.89
H  -6.95  3.94  2.40  0.30
H  -7.66  4.13  0.72  0.33
H  -7.09  5.56  1.78  0.30
H  -5.18  2.07  0.83  0.27
H  -4.03  2.65  -0.22  0.36
H  -5.60  2.70  -0.90  0.35
C  5.78  -3.11  -1.47  -0.90
S  6.33  -3.44  -3.15  0.48
O  6.11  -4.94  -3.27  -0.61
C  4.80  -2.58  -3.86  -0.89
H  6.39  -3.54  -0.67  0.35
H  4.81  -3.59  -1.39  0.26
H  5.79  -2.04  -1.22  0.36
H  4.98  -2.53  -4.93  0.30
H  4.60  -1.57  -3.51  0.37
H  3.94  -3.16  -3.54  0.28
C  -0.07  -1.02  -6.83  -0.88
S  -1.05  0.55  -6.96  0.49
O  -1.66  0.58  -8.39  -0.64
C  -2.45  0.13  -5.77  -0.86
H  0.18  -1.09  -5.77  0.31
H  0.91  -1.07  -7.30  0.33
H  -0.67  -1.89  -7.06  0.31
H  -2.00  0.11  -4.78  0.34
H  -2.84  -0.85  -6.03  0.28
H  -3.30  0.79  -5.89  0.31